#w
# C3H12N4

A cluster of 2 separate species, C3H12N4 in total (ωB97M-V with the def2-TZVPD basis set, OMol25).

The geometry in XYZ format:
```
19
Properties=species:S:1:pos:R:3
C -0.87 -1.36 0.61
N -0.02 -2.52 0.77
N -0.53 -0.34 1.57
H -0.26 -0.72 2.47
H -1.29 0.32 1.68
H 0.05 -3.03 -0.11
H 0.93 -2.26 1.03
H -1.92 -1.68 0.67
H -0.60 -0.77 -0.45
N 1.71 1.45 0.49
N -0.79 1.06 -2.25
C 0.50 1.47 -0.21
C 0.24 0.73 -1.32
H 2.27 0.64 0.25
H 1.60 1.52 1.49
H -0.43 1.37 -3.14
H -1.44 1.74 -1.88
H -0.19 2.25 0.09
H 1.03 0.13 -1.75
```

Values from the calculation:
frontier orbital gap	8.11	eV
HOMO energy	-0.2573	Eh
structure (SMILES)	N/C=C/N.NCN

#x
# C3H12N4

A cluster of 2 separate species, C3H12N4 in total (ωB97M-V with the def2-TZVPD basis set, OMol25).

The geometry in XYZ format:
```
19
Properties=species:S:1:pos:R:3
C 1.19 -2.59 1.00
N 1.95 -1.37 0.74
C 1.12 -0.22 0.39
N 0.89 -0.07 -1.04
H 1.87 -3.37 1.33
H 0.40 -2.46 1.74
H 0.72 -2.93 0.08
H 2.54 -1.14 1.53
H 1.61 0.68 0.76
H 0.14 -0.29 0.87
H 1.78 0.05 -1.51
H 0.49 -0.93 -1.40
N -1.28 2.13 -1.31
C -2.36 1.89 -0.52
N -3.09 2.83 -0.05
H -0.53 1.44 -1.34
H -1.00 3.09 -1.36
H -2.57 0.83 -0.36
H -3.87 2.42 0.45
```

Values from the calculation:
frontier orbital gap	9.65	eV
HOMO energy	-0.3239	Eh
structure (SMILES)	[H]/N=C/N.CNCN

Stability order, top to bottom: #x, #w

#w
# C3H3NO3

The molecule C3H3NO3 (ωB97M-V with the def2-TZVPD basis set, OMol25).

The geometry in XYZ format:
```
10
Properties=species:S:1:pos:R:3
N -0.69 1.35 -0.97
C -0.38 0.22 -0.55
O 0.76 -0.50 -0.81
C 1.74 -0.45 0.14
O 1.70 0.22 1.12
C -1.94 -0.02 1.14
O -1.26 -0.59 0.15
H 0.09 1.76 -1.48
H 2.57 -1.10 -0.17
H -2.59 -0.88 1.44
```

Values from the calculation:
frontier orbital gap	9.40	eV
HOMO energy	-0.3416	Eh

#x
# C3H3NO3

The molecule C3H3NO3 (ωB97M-V with the def2-TZVPD basis set, OMol25).

The geometry in XYZ format:
```
10
Properties=species:S:1:pos:R:3
C -0.48 -0.63 0.34
C 1.25 0.82 0.00
C 1.77 -0.40 -0.14
H -3.23 0.15 -0.22
H 1.53 2.01 -0.05
H 2.74 -0.87 -0.15
N -1.68 -0.91 0.12
O -2.30 0.30 -0.20
O -0.21 0.78 0.31
O 0.62 -1.26 0.01
```

Values from the calculation:
frontier orbital gap	9.44	eV
HOMO energy	-0.3139	Eh
structure (SMILES)	ON=c1occo1

#y
# C3H3NO3

The molecule C3H3NO3 (ωB97M-V with the def2-TZVPD basis set, OMol25).

The geometry in XYZ format:
```
10
Properties=species:S:1:pos:R:3
N 0.08 1.02 -0.37
C -0.31 -0.10 0.09
O 0.69 -0.85 0.54
C 1.85 -0.03 0.12
O 2.53 0.56 0.89
C -1.75 -0.59 0.14
O -2.10 -1.67 0.51
H -0.55 1.70 -0.76
H 2.03 -0.21 -0.94
H -2.47 0.18 -0.23
```

Values from the calculation:
frontier orbital gap	9.89	eV
HOMO energy	-0.3878	Eh
structure (SMILES)	[H]/N=C(\C=O)OC=O

Stability order, top to bottom: #y, #w, #x

#w
# C3H3NO3

The molecule C3H3NO3 (ωB97M-V with the def2-TZVPD basis set, OMol25).

The geometry in XYZ format:
```
10
Properties=species:S:1:pos:R:3
N 0.36 -1.50 1.11
C 0.33 -0.40 0.50
O 0.79 -0.17 -0.80
C -0.21 0.23 -1.64
O -1.37 0.17 -1.37
C -0.15 0.82 1.24
O -0.09 1.93 0.78
H 0.71 -2.27 0.53
H 0.16 0.59 -2.60
H -0.53 0.59 2.25
```

Values from the calculation:
frontier orbital gap	10.41	eV
HOMO energy	-0.3947	Eh
structure (SMILES)	[H]/N=C(/C=O)OC=O

#x
# C3H3NO3

A structure of composition C3H3NO3 (ωB97M-V with the def2-TZVPD basis set, OMol25).

The geometry in XYZ format:
```
10
Properties=species:S:1:pos:R:3
N -0.63 1.28 -0.67
C -0.54 0.15 -0.13
O 0.51 -0.78 -0.17
C 1.76 -0.32 0.05
O 2.07 0.83 0.19
C -1.73 -0.43 0.63
O -1.91 -0.92 -0.49
H 0.29 1.69 -0.82
H 2.45 -1.17 0.09
H -2.64 -0.37 1.29
```

Values from the calculation:
frontier orbital gap	9.10	eV
HOMO energy	-0.3404	Eh

Stability order, top to bottom: #w, #x

#w
# C3H3NO3

The molecule C3H3NO3 (ωB97M-V with the def2-TZVPD basis set, OMol25).

The geometry in XYZ format:
```
10
Properties=species:S:1:pos:R:3
N -1.17 0.91 -1.07
C -0.25 0.32 -0.20
O 1.08 0.29 -0.45
C 1.81 -0.48 0.39
O 1.37 -1.05 1.35
C -1.16 -0.18 0.64
O -2.23 0.10 -0.20
H -1.01 0.65 -2.06
H 2.85 -0.48 0.06
H -1.23 -0.43 1.69
```

Values from the calculation:
frontier orbital gap	9.40	eV
HOMO energy	-0.3196	Eh
structure (SMILES)	O=COc1co[nH]1

#x
# C3H3NO3

The molecule C3H3NO3 (ωB97M-V with the def2-TZVPD basis set, OMol25).

The geometry in XYZ format:
```
10
Properties=species:S:1:pos:R:3
N 0.59 -1.48 -0.86
C 0.05 -0.37 -0.19
O -0.49 0.69 -0.83
C -0.82 1.73 -0.03
O -0.75 1.71 1.16
C 0.42 -0.79 1.01
O 1.17 -1.85 0.48
H 1.25 -1.24 -1.61
H -1.16 2.56 -0.66
H 0.12 -0.68 2.04
```

Values from the calculation:
frontier orbital gap	9.58	eV
HOMO energy	-0.3241	Eh
structure (SMILES)	O=COc1co[nH]1

#y
# C3H3NO3

The molecule C3H3NO3 (ωB97M-V with the def2-TZVPD basis set, OMol25).

The geometry in XYZ format:
```
10
Properties=species:S:1:pos:R:3
C 1.17 -0.23 0.05
C 0.71 1.22 0.04
C -1.18 -0.16 -0.02
H 0.81 1.95 0.97
H 1.25 1.91 -0.83
H -1.12 1.92 -0.26
N -0.74 1.07 -0.06
O 2.20 -0.72 0.14
O -2.25 -0.67 0.18
O 0.06 -0.88 -0.31
```

Values from the calculation:
frontier orbital gap	11.17	eV
HOMO energy	-0.3975	Eh
structure (SMILES)	O=C1CNC(=O)O1

Stability order, top to bottom: #y, #x, #w

#w
# C3H3NO3

The molecule C3H3NO3 (ωB97M-V with the def2-TZVPD basis set, OMol25).

The geometry in XYZ format:
```
10
Properties=species:S:1:pos:R:3
C 1.17 -0.83 0.02
C -2.22 0.37 -0.09
C 0.23 0.34 0.02
O 0.52 1.44 0.78
O 0.58 1.49 -0.64
N -1.11 -0.07 -0.05
O -3.35 0.59 -0.13
H 1.03 -1.40 -0.89
H 0.95 -1.46 0.88
H 2.19 -0.47 0.08
```

Values from the calculation:
frontier orbital gap	11.15	eV
HOMO energy	-0.3862	Eh
structure (SMILES)	CC1(N=C=O)OO1

#x
# C3H3NO3

The molecule C3H3NO3 (ωB97M-V with the def2-TZVPD basis set, OMol25).

The geometry in XYZ format:
```
10
Properties=species:S:1:pos:R:3
N -1.13 1.35 -0.94
C -0.47 0.50 -0.27
O 0.87 0.65 -0.03
C 1.71 -0.40 0.30
O 2.86 -0.17 0.49
C -1.29 -0.62 0.32
O -0.87 -1.51 1.02
H -0.53 2.10 -1.29
H 1.21 -1.37 0.38
H -2.35 -0.52 0.02
```

Values from the calculation:
frontier orbital gap	10.27	eV
HOMO energy	-0.4028	Eh
structure (SMILES)	[H]/N=C(/C=O)OC=O

Stability order, top to bottom: #x, #w

#w
# C4H10N3O

The ion C4H10N3O with charge +1 (ωB97M-V with the def2-TZVPD basis set, OMol25).

The geometry in XYZ format:
```
18
Properties=species:S:1:pos:R:3
C -1.51 -1.14 0.00
C 0.45 0.23 -0.10
C 2.72 -0.64 0.10
C -0.90 0.00 -0.75
N -2.55 -0.89 0.63
N 0.50 1.24 0.61
N -1.62 1.22 -0.50
O 1.34 -0.67 -0.39
H -1.03 -2.19 0.07
H 3.26 -0.47 -0.91
H 3.03 -1.53 0.49
H 2.97 0.13 0.69
H -0.67 -0.13 -1.87
H -2.97 -1.55 1.26
H 1.30 1.66 1.14
H -2.51 1.16 -0.08
H -1.57 1.87 -1.30
H -1.11 1.70 0.29
```

Values from the calculation:
total charge	+1
frontier orbital gap	11.34	eV
HOMO energy	-0.5296	Eh
structure (SMILES)	[H]/N=C(\OC)[C@H]([NH3+])/C=N/[H]

#x
# C4H10N3O

A cluster of 2 separate species, C4H10N3O in total (ωB97M-V with the def2-TZVPD basis set, OMol25).

The geometry in XYZ format:
```
18
Properties=species:S:1:pos:R:3
C -0.94 0.72 -1.50
C -1.59 1.08 -0.38
C 0.36 0.32 -1.10
C 1.55 0.43 1.09
N 0.37 0.40 0.24
N 1.46 -0.01 -1.86
N -0.88 0.82 0.72
O -1.59 -2.43 0.96
H -1.25 0.95 -2.52
H -2.64 1.25 -0.13
H 2.08 1.41 1.10
H 1.23 0.20 2.15
H 2.32 -0.35 0.84
H 1.52 0.44 -2.79
H 2.16 -0.53 -1.32
H -1.08 0.95 1.72
H -1.04 -3.26 0.99
H -2.04 -2.41 1.77
```

Values from the calculation:
total charge	+1
frontier orbital gap	10.66	eV
HOMO energy	-0.4973	Eh

Stability order, top to bottom: #x, #w

#w
# C4H10N3O

The ion C4H10N3O with charge +1 (ωB97M-V with the def2-TZVPD basis set, OMol25).

The geometry in XYZ format:
```
18
Properties=species:S:1:pos:R:3
C 0.38 0.27 1.83
C 1.08 -0.86 1.65
C -0.45 0.59 0.63
C -0.10 -0.08 -1.82
N 0.43 -0.02 -0.42
N -0.73 1.93 0.35
N 0.88 -1.27 0.15
O -1.66 -0.21 0.68
H 0.17 0.84 2.71
H 1.65 -1.54 2.19
H -0.29 1.03 -2.08
H 0.72 -0.44 -2.48
H -0.96 -0.73 -1.79
H 0.03 2.47 -0.14
H -1.52 1.95 -0.20
H 1.86 -1.68 -0.17
H 0.24 -2.15 0.15
H -2.23 0.20 1.44
```

Values from the calculation:
total charge	+1
frontier orbital gap	10.99	eV
HOMO energy	-0.5302	Eh
structure (SMILES)	CN1[NH2+]C=C[C@]1(N)O

#x
# C4H10N3O

The ion C4H10N3O with charge +1 (ωB97M-V with the def2-TZVPD basis set, OMol25).

The geometry in XYZ format:
```
18
Properties=species:S:1:pos:R:3
C 1.04 -0.48 0.01
C -0.77 -0.55 0.06
C -2.77 0.90 0.00
C 2.86 0.97 -0.06
N 1.50 -1.62 0.03
N -1.35 0.60 0.05
N -1.22 -1.76 0.04
O 1.44 0.76 -0.03
H -3.35 0.00 -0.19
H -3.09 1.34 0.95
H -2.96 1.62 -0.79
H 3.31 0.40 -0.87
H 3.30 0.67 0.89
H 3.01 2.03 -0.22
H 2.50 -1.78 0.02
H -0.74 1.42 0.07
H -0.52 -2.50 0.02
H -2.20 -2.01 0.01
```

Values from the calculation:
total charge	+1
frontier orbital gap	11.92	eV
HOMO energy	-0.5467	Eh
structure (SMILES)	[H]/N=C(\OC)C(=[NH2+])NC

Stability order, top to bottom: #x, #w

#w
# C4H8N

A cluster of 2 separate species, C4H8N in total (ωB97M-V with the def2-TZVPD basis set, OMol25).

The geometry in XYZ format:
```
13
Properties=species:S:1:pos:R:3
C 0.32 0.29 2.13
C 0.13 0.61 0.95
C 0.44 -1.12 -0.79
C -0.36 -0.03 -1.46
N 0.58 0.20 -0.29
H -0.20 0.67 2.98
H 1.10 -0.32 2.71
H -1.17 3.11 0.99
H -0.03 -2.01 -0.20
H 1.29 -1.50 -1.21
H -0.12 0.51 -2.38
H -1.41 -0.02 -0.98
H 1.48 0.78 -0.47
```

Values from the calculation:
total charge	+1
frontier orbital gap (alpha / beta)	10.35 / 9.14	eV
HOMO energy (alpha / beta)	-0.5124 / -0.5303	Eh

#x
# C4H8N

A cluster of 2 separate species, C4H8N in total (ωB97M-V with the def2-TZVPD basis set, OMol25).

The geometry in XYZ format:
```
13
Properties=species:S:1:pos:R:3
C 0.47 -0.95 2.51
C -0.30 -0.08 2.12
C -1.15 0.14 -1.15
C 0.28 0.26 -1.47
N 1.18 0.33 -0.53
H 1.05 -1.90 2.70
H -1.52 -0.23 -2.13
H -1.62 1.19 -0.81
H -0.90 0.70 1.76
H 0.51 0.36 -2.51
H -1.28 -0.43 -0.28
H 1.07 0.26 0.51
H 2.22 0.34 -0.72
```

Values from the calculation:
total charge	+1
frontier orbital gap	9.80	eV
HOMO energy	-0.5503	Eh

Stability order, top to bottom: #x, #w

#w
# C4H8N

The ion C4H8N with charge +1 (ωB97M-V with the def2-TZVPD basis set, OMol25).

The geometry in XYZ format:
```
13
Properties=species:S:1:pos:R:3
C 0.01 0.12 0.50
C 1.42 -0.17 0.46
C 0.75 0.49 1.73
C -1.09 -0.38 -1.56
N -1.06 0.06 -0.21
H 1.90 0.51 -0.19
H 1.74 -1.15 0.71
H 0.61 1.56 1.74
H 0.85 -0.08 2.63
H -0.21 -0.34 -2.12
H -1.28 -1.43 -1.70
H -1.76 0.28 -2.07
H -1.87 0.53 0.09
```

Values from the calculation:
total charge	+1
frontier orbital gap	11.88	eV
HOMO energy	-0.6083	Eh
structure (SMILES)	C[NH+]=C1CC1

#x
# C4H8N

The ion C4H8N with charge +1 (ωB97M-V with the def2-TZVPD basis set, OMol25).

The geometry in XYZ format:
```
13
Properties=species:S:1:pos:R:3
C -0.75 -0.77 -1.17
C 0.06 0.18 -0.84
C 1.17 1.54 -0.93
C -0.45 -1.03 1.42
N 0.12 -1.07 0.01
H -1.66 -1.11 -1.60
H 1.16 1.82 0.07
H 0.77 2.25 -1.68
H 2.06 0.95 -1.15
H 0.27 -0.74 2.13
H -1.25 -0.33 1.34
H -0.77 -2.02 1.66
H 1.04 -1.47 -0.06
```

Values from the calculation:
total charge	+1
frontier orbital gap	12.10	eV
HOMO energy	-0.5787	Eh
structure (SMILES)	CC1=C[N@@H+]1C

Stability order, top to bottom: #w, #x